{"formula": "C33H59O19PS6", "method": "wB97M-V/def2-TZVPD", "homo_ev": -9.3, "lumo_ev": -0.92, "homo_lumo_gap_ev": 8.4, "max_force_ev_per_a": 4.20, "smiles": "CCOC1=C(CP(=O)(O)O)C(=O)C(O)=CC1=O.O=S1(=O)CCCC1.O=S1(=O)CCCC1.O=S1(=O)CCCC1.O=S1(=O)CCCC1.O=S1(=O)CCCC1.O=S1(=O)CCCC1", "e_tot_ha": -5452.8243, "spin_multiplicity": 1, "elements": ["C", "C", "O", "C", "C", "C", "P", "O", "O", "O", "C", "O", "C", "O", "C", "C", "O", "H", "H", "H", "H", "H", "H", "H", "H", "H", "H", "H", "C", "C", "C", "S", "O", "O", "C", "H", "H", "H", "H", "H", "H", "H", "H", "C", "C", "C", "S", "O", "O", "C", "H", "H", "H", "H", "H", "H", "H", "H", "C", "C", "C", "S", "O", "O", "C", "H", "H", "H", "H", "H", "H", "H", "H", "C", "C", "C", "S", "O", "O", "C", "H", "H", "H", "H", "H", "H", "H", "H", "C", "C", "C", "S", "O", "O", "C", "H", "H", "H", "H", "H", "H", "H", "H", "C", "C", "C", "S", "O", "O", "C", "H", "H", "H", "H", "H", "H", "H", "H"], "coordinates": [[7.677857, -1.797021, -2.243891], [6.486047, -0.904163, -1.753675], [5.347193, -1.232347, -2.561424], [4.362146, -0.309865, -2.467735], [4.387242, 0.933638, -2.974025], [5.599249, 1.478793, -3.746326], [6.464405, 2.737309, -2.662658], [6.121566, 4.114469, -3.026104], [8.065398, 2.458282, -2.634694], [5.949354, 2.489212, -1.130193], [3.201636, 1.855518, -2.832685], [3.312704, 3.013917, -3.194745], [1.886690, 1.365911, -2.282807], [0.794400, 2.160806, -2.324803], [1.839306, 0.136022, -1.760244], [3.071287, -0.742233, -1.750711], [2.992330, -1.809712, -1.183265], [8.385527, -1.196066, -2.834363], [7.259274, -2.547065, -2.933588], [8.152440, -2.355683, -1.426269], [6.336627, -1.086112, -0.676363], [6.827540, 0.137074, -1.863558], [5.215352, 1.985934, -4.641030], [6.292240, 0.650310, -3.944990], [8.287198, 2.071544, -1.771832], [5.174910, 3.047556, -0.969488], [0.992671, 2.972773, -2.822120], [0.884111, -0.239598, -1.364809], [3.523427, -6.503866, -3.443330], [4.580532, -6.433832, -4.549061], [4.581199, -5.001529, -5.095666], [4.037151, -3.949072, -3.742590], [2.768956, -3.361709, -4.097894], [5.142675, -3.140232, -3.282243], [3.748738, -5.270698, -2.574998], [3.605706, -7.420441, -2.863221], [2.524481, -6.471990, -3.885997], [5.562343, -6.667255, -4.128420], [4.383454, -7.156938, -5.341945], [5.573664, -4.689211, -5.414101], [3.874951, -4.885771, -5.916922], [2.896100, -5.025451, -1.945336], [4.647199, -5.376684, -1.966343], [-0.635555, 5.285218, 0.557996], [-1.182651, 4.482084, -0.627148], [-2.502230, 3.844583, -0.180572], [-3.178722, 4.925097, 1.082399], [-3.190583, 4.215046, 2.338312], [-4.352704, 5.586283, 0.569968], [-1.817317, 6.084321, 1.098523], [0.185160, 5.937240, 0.260898], [-0.263617, 4.602412, 1.325891], [-1.365306, 5.155603, -1.469033], [-0.475553, 3.723799, -0.961633], [-3.212479, 3.766121, -1.001795], [-2.341589, 2.863699, 0.266417], [-1.660611, 6.455467, 2.109528], [-2.074768, 6.907407, 0.431584], [-6.098947, 4.701352, 5.839112], [-5.027613, 4.777940, 4.744816], [-5.043794, 6.205616, 4.187040], [-5.620828, 7.258652, 5.520736], [-6.896112, 7.818853, 5.148724], [-4.532702, 8.081516, 5.986106], [-5.902989, 5.944764, 6.699981], [-6.010144, 3.788371, 6.429382], [-7.093425, 4.714647, 5.383615], [-4.048745, 4.562825, 5.178650], [-5.201417, 4.048722, 3.956933], [-4.053059, 6.529908, 3.878893], [-5.741055, 6.302357, 3.355932], [-6.767450, 6.182659, 7.316772], [-5.010594, 5.856638, 7.320383], [-9.410351, 4.643314, 8.167463], [-8.408985, 4.742805, 9.324520], [-8.796925, 3.683403, 10.361735], [-9.609227, 2.365279, 9.451803], [-10.987755, 2.303222, 9.863982], [-8.763466, 1.199335, 9.443122], [-9.529767, 3.156832, 7.849625], [-9.082740, 5.213046, 7.297160], [-10.379225, 5.037255, 8.483400], [-7.401463, 4.540515, 8.951655], [-8.400384, 5.739622, 9.765676], [-7.926305, 3.280411, 10.874383], [-9.506209, 4.075636, 11.088964], [-10.417913, 2.909205, 7.272208], [-8.636936, 2.789536, 7.342286], [-4.294765, 0.726611, -2.122398], [-3.872612, 1.535047, -3.355142], [-2.374675, 1.288926, -3.574361], [-2.031061, -0.340710, -2.904989], [-1.153102, -0.194755, -1.769375], [-1.737683, -1.248212, -3.981398], [-3.685612, -0.659097, -2.305916], [-5.378637, 0.676709, -2.022718], [-3.893626, 1.193858, -1.219301], [-4.433982, 1.189618, -4.226261], [-4.082380, 2.598074, -3.232211], [-2.111519, 1.304157, -4.629750], [-1.765413, 2.009096, -3.029882], [-3.639209, -1.235172, -1.384123], [-4.213307, -1.222923, -3.075325], [7.492210, -10.540529, -4.091729], [6.939650, -11.920129, -3.716214], [5.705300, -11.696736, -2.835295], [5.023053, -10.108913, -3.320189], [5.146538, -9.195461, -2.210502], [3.772077, -10.314694, -4.004203], [6.285711, -9.714414, -4.524967], [8.237377, -10.605119, -4.884090], [7.965168, -10.082112, -3.219642], [6.651816, -12.455492, -4.624053], [7.684232, -12.526776, -3.201466], [4.954918, -12.469425, -2.986957], [5.970824, -11.638918, -1.780704], [6.474426, -8.644044, -4.523994], [5.922065, -10.031606, -5.502770]], "forces_ev_per_a": [[-0.899, -0.047, -0.423], [1.926, -0.751, 0.010], [0.163, 3.811, 1.760], [-1.224, 0.202, 0.335], [0.208, 0.026, -0.429], [-0.244, -0.054, 1.467], [-0.962, 1.433, -0.209], [0.369, -0.075, -0.480], [-1.281, -0.634, 0.685], [0.775, -0.749, -0.544], [0.254, 0.095, -0.308], [-0.436, -0.159, 0.068], [0.694, -0.849, 0.001], [0.279, 0.441, -0.243], [0.405, 0.054, -0.109], [-0.831, -0.231, 0.123], [0.519, 0.149, -0.159], [0.013, -0.257, 0.441], [0.182, 0.253, 0.322], [0.058, 0.452, -0.224], [-0.541, 0.055, -0.431], [-0.611, -0.213, 0.028], [0.558, -0.026, 0.203], [-0.340, 0.264, -0.307], [0.296, 0.080, -0.200], [0.224, 0.082, -0.118], [0.362, -0.181, 0.103], [0.842, -0.086, -0.143], [-0.088, -0.002, -0.053], [-0.006, -0.053, 0.015], [0.085, -0.363, -0.310], [0.295, -0.409, 0.328], [0.178, 0.274, -0.057], [-0.786, -2.743, -1.392], [-0.154, -0.359, 0.089], [0.000, 0.042, -0.002], [0.015, 0.029, 0.023], [-0.035, 0.061, 0.059], [-0.002, 0.024, 0.008], [-0.080, 0.184, 0.025], [-0.033, 0.088, 0.077], [0.057, 0.196, -0.036], [-0.004, 0.075, -0.019], [-0.019, -0.104, 0.006], [0.099, 0.074, -0.089], [0.249, -0.254, -0.322], [0.273, 0.247, -0.345], [-0.224, 0.032, 0.007], [-0.191, -0.162, 0.305], [0.388, 0.102, 0.005], [-0.021, -0.008, 0.023], [-0.002, 0.043, 0.006], [-0.023, 0.014, 0.047], [-0.058, -0.028, 0.047], [-0.136, 0.012, 0.150], [-0.051, 0.057, 0.090], [-0.167, -0.032, 0.018], [-0.084, -0.031, 0.032], [-0.013, 0.030, -0.081], [-0.063, -0.078, 0.116], [0.068, -0.378, -0.213], [0.224, -0.224, -0.041], [0.065, 0.167, 0.094], [-0.198, 0.228, -0.027], [-0.150, -0.385, 0.165], [-0.006, 0.016, -0.010], [-0.001, 0.014, 0.044], [-0.018, 0.002, -0.032], [0.068, 0.051, -0.006], [-0.076, 0.146, 0.031], [-0.007, 0.104, 0.053], [0.059, 0.209, -0.032], [-0.003, 0.080, -0.022], [0.007, 0.035, 0.085], [0.021, 0.038, -0.072], [0.232, 0.386, 0.120], [0.190, 0.070, -0.159], [0.042, -0.168, 0.043], [-0.208, -0.115, 0.107], [-0.007, 0.313, -0.262], [-0.041, -0.004, 0.008], [0.005, -0.018, -0.049], [-0.026, -0.028, 0.014], [0.018, -0.031, 0.003], [-0.122, -0.146, 0.028], [-0.067, -0.116, -0.044], [-0.003, -0.144, 0.104], [-0.022, -0.062, 0.050], [0.045, 0.085, -0.021], [-0.058, -0.042, 0.001], [-0.236, 0.443, -0.110], [-0.290, -0.047, -0.185], [-0.171, -0.141, -0.057], [0.261, -0.030, 0.146], [-0.341, 0.107, 0.208], [0.028, 0.000, 0.021], [-0.025, -0.053, 0.016], [0.010, 0.003, 0.028], [0.007, -0.021, -0.032], [0.154, -0.108, 0.068], [0.089, -0.140, 0.048], [0.155, -0.056, -0.067], [0.090, -0.019, -0.015], [0.007, -0.049, 0.097], [0.041, -0.004, -0.087], [0.256, -0.385, 0.057], [0.192, -0.250, -0.305], [-0.191, 0.032, -0.028], [-0.133, 0.251, 0.226], [0.398, -0.019, -0.129], [-0.015, 0.021, 0.019], [-0.009, 0.031, -0.041], [-0.003, 0.025, 0.019], [-0.038, 0.003, -0.004], [-0.120, 0.145, 0.073], [-0.080, 0.115, -0.014], [-0.146, 0.000, 0.050], [-0.078, 0.019, 0.048]], "mulliken_charge": [-1.099, 0.321, 0.066, 0.109, 0.510, -1.027, 0.855, -0.711, -0.502, -0.543, 0.850, -0.699, -0.300, -0.243, -0.773, 0.524, -0.600, 0.336, 0.172, 0.340, 0.386, -0.389, 0.568, 0.398, 0.335, 0.371, 0.260, 0.660, -0.616, -0.157, -1.045, 1.146, -0.747, -0.582, -0.915, 0.282, 0.298, 0.043, 0.484, 0.329, 0.422, 0.539, 0.380, -0.837, 0.061, -0.559, 1.280, -0.618, -0.727, -0.774, 0.422, 0.317, 0.376, -0.272, 0.163, 0.349, 0.409, 0.419, -0.533, -0.594, -0.491, 1.232, -0.674, -0.706, -0.723, 0.365, 0.281, 0.286, 0.379, 0.161, 0.370, 0.256, 0.355, -0.654, -0.511, -0.736, 1.126, -0.647, -0.671, -0.651, 0.329, 0.374, 0.156, 0.455, 0.395, 0.347, 0.446, 0.284, -0.272, -0.808, -0.145, 1.215, -0.658, -0.749, -0.899, 0.422, 0.071, 0.328, 0.378, 0.456, -0.181, 0.447, 0.356, -0.730, -0.655, -0.717, 1.282, -0.666, -0.708, -0.415, 0.392, 0.317, 0.300, 0.335, 0.342, 0.360, 0.159, 0.396]}